# 1
25
Properties=species:S:1:pos:R:3 method="wB97M-V/def2-TZVPD" charge=0 smiles=N#C[C@]1(c2ccccc2)[C@@H]2CCO[C@@H]21 multiplicity=1 e_above_lowest_kcal_mol=67.4 energy_ha=-593.761032 homo_ev=-8.7478
O 1.37452 -0.80177 2.58389
N -1.78896 1.27017 1.97914
C 1.14248 0.25589 -1.69488
C -0.96530 0.77878 1.37568
C 0.04529 -1.46174 0.75301
C 1.13051 0.74325 -3.01294
C -0.61283 -2.00525 1.97053
C 0.08363 -1.26887 3.06365
C 0.10699 1.63130 -3.38301
C -0.85034 2.08876 -2.50918
C 0.10728 0.66021 -0.80620
C 1.23477 -0.64860 1.24897
C -0.10575 0.05317 0.57593
C -0.90593 1.54490 -1.25783
H -1.60429 2.02104 -0.53814
H -0.59730 -3.16803 1.89256
H -0.52766 -0.38300 3.23842
H -1.53946 2.80144 -2.81678
H -0.08803 1.95224 -4.41288
H -0.21432 -1.97787 -0.18572
H 1.91174 -0.43464 -1.31430
H 1.90397 0.45229 -3.62993
H 2.18623 -0.55813 0.61417
H 0.26084 -1.60082 4.09878
H -1.68807 -1.94473 2.16707

***

# 2
51
Properties=species:S:1:pos:R:3 method="wB97M-V/def2-TZVPD" charge=+1 multiplicity=1 energy_ha=-1606.022589 homo_ev=-11.6461
P 2.52320 -0.76631 -4.74650
F -0.36864 2.72074 1.52444
O 4.95697 0.79468 -2.51317
O 3.90689 -1.11920 0.89367
O -0.60593 0.12138 -5.34483
O 2.68068 -2.35407 -4.66181
N -3.58403 -0.19453 -3.07569
N 0.69279 0.45959 -0.77079
N 3.15128 -0.44522 -1.44532
C -3.45555 -0.27352 4.64666
C 4.30471 1.84990 -0.28044
C -2.13818 -0.48719 6.66012
C -1.88535 1.34223 -0.04681
C 3.24679 -1.34868 -0.24283
C -0.74875 0.84591 -1.15921
C -0.22522 0.26104 -3.92878
C -1.25826 -1.27341 4.55214
C -2.43167 -0.87293 3.91376
C -1.26471 1.54035 1.46361
C -3.30782 -0.07826 6.02008
C -1.11269 -1.08321 5.92661
C -1.26411 0.76968 -2.72024
C -2.80400 1.12976 -3.21161
C 2.49140 -2.82760 -0.36531
C 1.30594 -0.13232 -3.38246
C 4.13838 0.69412 -1.42885
C 1.74076 -0.01713 -1.77080
H 5.21193 2.56594 -0.58006
H -2.54798 -1.02735 2.84394
H -0.70860 0.54807 1.75127
H -2.18594 1.62164 2.21830
H -2.87017 1.43949 -4.34413
H -1.09437 0.96963 -5.58281
H 3.31213 2.46388 -0.05802
H 2.59844 -3.41051 0.65876
H -0.20032 -1.39969 6.42512
H -4.36851 0.04156 4.14819
H -4.10425 0.39104 6.59089
H 1.01302 0.48457 0.24403
H 3.80187 -0.09059 -4.73830
H -2.43544 2.33228 -0.41476
H -0.45793 -1.73432 3.97965
H 4.62308 1.40149 0.77920
H -2.68774 0.49138 -0.01098
H -3.42097 -0.49490 -2.07555
H 1.92743 -0.49017 -6.05841
H -3.34597 1.89794 -2.51325
H -3.07080 -0.92633 -3.64976
H -2.02523 -0.34053 7.73151
H 1.36052 -2.60531 -0.57856
H 2.99095 -3.38501 -1.27191

***

# 3
56
Properties=species:S:1:pos:R:3 method="wB97M-V/def2-TZVPD" charge=-1 multiplicity=1 e_above_lowest_kcal_mol=0.0 energy_ha=-981.993994 homo_ev=-1.8944
O -3.00297 1.02434 -0.88844
O -2.60211 -3.79375 2.11206
O -0.17940 2.50160 1.40336
O 3.30217 0.70787 -2.01859
N -0.70629 -5.54550 0.67395
N 0.62400 1.95326 -2.95907
N -1.90515 3.49723 3.37063
C -0.29308 -3.75762 -0.88725
C -0.93369 2.45410 3.69785
C -2.18009 -3.60635 0.75896
C -2.04412 0.05941 -0.62940
C 1.75683 3.01140 -4.75544
C -1.58227 1.05083 3.74956
C -0.77818 -4.11417 0.50473
C 0.85101 2.05477 0.56640
C 3.72789 -0.38006 -2.77446
C -2.09494 -2.75048 2.97231
C 3.08408 1.89989 -2.75818
C 1.88152 1.85535 -3.72401
C 0.23597 2.61579 2.76064
H -2.37877 -0.97660 -0.83485
H -2.40902 -2.57881 0.46838
H 1.20624 1.02123 0.66235
H 0.98486 1.87251 3.06506
H 0.19241 -5.99295 0.77633
H 0.58158 -4.34771 -1.16029
H -1.00598 -2.69470 2.98150
H -0.51652 2.60526 4.70617
H 0.69939 3.60788 2.80429
H 0.68018 1.08836 -2.42314
H -1.77544 0.06833 0.44859
H -1.84656 0.68512 2.75848
H -0.17055 1.93148 -3.58154
H -2.40794 1.00338 4.45574
H -0.74736 0.45118 4.12573
H 2.40333 2.91904 -5.62874
H 0.72066 3.16389 -5.05853
H 4.76623 -0.34429 -3.12260
H -2.39758 -3.10077 3.95741
H -0.10545 -3.61165 1.21841
H -0.26444 -2.69081 -1.10289
H -1.12197 0.30499 -1.19025
H 1.91991 3.98038 -4.27053
H -2.82343 -4.22549 0.12327
H 1.85374 0.94724 -4.33909
H 2.93121 2.70246 -2.03909
H 4.00084 2.15042 -3.30462
H 1.74106 2.69727 0.63679
H -2.52288 -1.77241 2.76064
H 0.43532 2.12475 -0.43806
H -1.23020 -5.82831 1.49663
H -1.57560 4.45007 3.26928
H -2.52584 3.59897 4.17217
H 3.10369 -0.45066 -3.67759
H -1.05493 -4.15304 -1.57342
H 3.49866 -1.34392 -2.31760

***

# 4
14
Properties=species:S:1:pos:R:3 method="wB97M-V/def2-TZVPD" charge=0 smiles="C=C.CC" multiplicity=1 e_above_lowest_kcal_mol=55.5 energy_ha=-158.314483 homo_ev=-10.0311
C 0.52519 -5.98030 -2.96825
C -0.72381 -5.96358 -3.52281
C -0.33069 4.26688 2.93714
C 0.58381 4.77411 1.84456
H 0.62579 -6.48355 -1.94136
H 0.54000 4.03853 1.01596
H -1.32683 3.88122 2.61679
H -0.94685 -5.38806 -4.48770
H 1.65649 4.97916 2.17360
H -0.51547 5.08781 3.64769
H -1.50980 -6.59228 -2.87392
H 0.14618 5.69842 1.33821
H -0.14859 3.34441 3.46548
H 1.42458 -5.66278 -3.24538

***

no.,E_LUMO (eV)
1,0.784
2,-5.408
3,2.812
4,1.293